No. 1
DFT (ωB97M-V with the def2-TZVPD basis set) results for a 6-piece molecular cluster, C8H27BrN9O5 overall in a non-equilibrium geometry.

XYZ file:
```
50
Properties=species:S:1:pos:R:3:forces:R:3
Br 0.449 -0.466 -1.267 -0.130 0.030 0.058
C -0.809 0.523 2.270 0.453 0.146 -0.422
C -0.637 1.651 3.268 -0.280 0.096 0.229
C -1.760 2.677 3.095 -0.988 -0.476 0.580
O -1.704 3.723 4.054 0.165 0.338 -0.424
C -0.700 4.702 3.826 -0.280 -0.069 0.294
N -0.679 1.118 4.664 -0.432 0.128 -0.805
H -0.418 0.822 1.296 -0.140 -0.046 -0.053
H -1.851 0.221 2.135 -0.027 -0.042 0.161
H -0.197 -0.336 2.548 -0.087 -0.032 0.146
H 0.330 2.121 3.079 0.066 -0.034 0.195
H -2.688 2.162 3.384 0.121 -0.125 -0.118
H -1.972 3.013 2.074 0.670 0.302 -0.077
H 0.200 4.237 3.424 0.175 0.190 0.160
H -0.536 5.159 4.803 0.377 -0.059 -0.086
H -1.013 5.513 3.159 -0.209 -0.256 -0.212
H -1.117 1.841 5.231 0.270 0.051 0.150
H -1.400 0.399 4.604 0.182 -0.131 0.312
C -1.740 -4.194 1.032 0.024 0.784 -0.582
O -1.829 -4.806 -0.024 -0.141 -0.239 0.222
N -2.159 -4.715 2.226 0.114 -0.303 -0.140
N -1.269 -2.918 1.099 -0.216 -0.233 0.452
H -2.606 -5.609 2.165 -0.011 -0.024 0.219
H -2.173 -4.176 3.069 -0.106 -0.083 0.035
H -0.970 -2.435 0.270 0.258 0.053 -0.185
H -1.116 -2.484 1.990 0.097 0.135 -0.125
C -1.420 3.223 -1.963 0.152 -0.082 0.102
O -1.836 4.332 -2.271 -0.042 -0.025 -0.245
N -0.444 2.535 -2.606 0.313 -0.391 0.023
N -1.924 2.538 -0.883 -0.008 0.338 -0.256
H -0.108 1.655 -2.217 -0.104 0.052 -0.166
H -0.016 2.853 -3.453 -0.158 0.410 0.080
H -1.469 1.709 -0.539 -0.191 -0.108 0.063
H -2.643 3.033 -0.392 0.045 -0.190 0.289
C 3.713 0.122 -4.028 -0.245 -0.379 -0.297
O 4.283 -0.341 -3.062 0.229 0.236 0.079
N 2.356 0.256 -4.112 -0.002 0.133 0.175
N 4.372 0.491 -5.189 -0.357 -0.108 0.026
H 1.792 0.055 -3.292 0.023 -0.153 0.026
H 1.897 0.464 -4.979 -0.007 0.013 0.055
H 3.836 0.947 -5.903 0.329 0.177 -0.062
H 5.368 0.590 -5.162 0.037 0.003 0.025
C 1.625 -4.559 -2.126 0.310 -0.873 0.425
O 1.809 -5.776 -2.092 -0.230 0.250 -0.184
N 2.623 -3.716 -2.564 -0.500 0.043 0.094
N 0.513 -3.927 -1.669 0.795 0.528 -0.670
H 2.449 -2.728 -2.655 0.295 0.040 -0.063
H 3.391 -4.153 -3.033 0.073 0.113 -0.008
H 0.527 -2.934 -1.871 -0.753 -0.052 0.427
H -0.331 -4.414 -1.412 0.067 -0.072 0.080
```
Forces are in eV/Å.

Values from the calculation:
- 2S+1: 1
- LUMO level: 2.56 eV
- Strongest force on any atom: 0.0241 Eh/bohr
- Net charge: -1
- Electronic energy: -102432.3036 eV

---

No. 2
DFT (ωB97M-V with the def2-TZVPD basis set) results for C8H27InN9O5 as an isolated structure in a non-equilibrium geometry.

XYZ file:
```
50
Properties=species:S:1:pos:R:3:forces:R:3
In -9.359 -18.312 -14.359 1.600 -0.557 -1.199
C -13.197 -19.454 -13.625 -0.648 -0.012 -0.066
C -13.402 -19.324 -15.168 3.193 -1.913 2.596
C -14.760 -18.623 -15.506 -1.555 0.171 0.045
O -15.827 -19.528 -15.221 2.636 3.089 0.870
C -16.053 -20.534 -16.066 -1.705 -2.228 -2.514
N -12.169 -18.641 -15.548 -1.609 1.300 0.147
H -13.900 -20.097 -13.095 -0.299 0.241 -0.263
H -13.246 -18.444 -13.218 -0.146 0.023 0.311
H -12.212 -19.863 -13.403 0.121 -0.025 -0.294
H -13.151 -20.295 -15.595 -1.586 -0.398 -0.433
H -14.726 -18.172 -16.497 -0.264 -0.906 -0.681
H -14.994 -17.740 -14.911 0.575 -0.240 0.736
H -15.523 -21.467 -15.872 0.141 -0.244 0.688
H -15.914 -20.387 -17.137 0.489 0.845 -0.106
H -17.126 -20.711 -15.998 -0.118 -0.582 0.293
H -12.217 -17.782 -15.020 0.405 0.867 -0.650
H -12.189 -18.548 -16.554 0.888 0.570 -0.368
C -10.704 -22.094 -14.830 -1.639 -1.226 1.044
O -10.088 -21.117 -15.031 4.110 6.464 -1.379
N -11.049 -22.475 -13.657 -0.598 -1.078 5.307
N -11.269 -22.796 -15.728 -1.790 -3.400 -5.118
H -11.614 -23.302 -13.527 0.106 0.327 0.463
H -10.845 -21.857 -12.885 -0.096 -0.585 0.071
H -11.038 -22.686 -16.705 0.141 0.040 0.147
H -11.591 -23.721 -15.481 -0.129 0.094 -0.302
C -6.802 -21.029 -14.245 0.096 -1.420 -0.970
O -6.951 -19.897 -14.568 -1.104 7.292 -1.905
N -6.043 -21.844 -14.877 2.181 -3.007 -0.869
N -7.516 -21.499 -13.308 -3.092 -2.377 4.625
H -5.991 -22.720 -14.378 0.927 -0.339 -0.892
H -5.458 -21.632 -15.672 -0.161 -0.031 0.283
H -8.092 -20.878 -12.758 0.349 -0.280 -0.121
H -7.553 -22.481 -13.073 0.018 0.182 0.104
C -5.850 -16.834 -14.597 1.263 -0.196 -2.661
O -6.827 -17.037 -13.872 -1.323 -0.517 0.998
N -5.214 -17.790 -15.352 -0.994 0.327 1.061
N -5.341 -15.616 -14.840 -0.528 1.065 0.322
H -4.650 -17.483 -16.132 0.204 -0.477 0.236
H -5.448 -18.750 -15.144 -0.132 -0.091 -0.453
H -5.837 -14.816 -14.473 0.038 -0.074 0.124
H -4.899 -15.446 -15.732 0.285 -0.015 0.267
C -8.885 -15.372 -17.188 -1.238 2.779 -0.933
O -8.777 -16.000 -16.161 0.752 -2.840 2.973
N -9.035 -15.817 -18.394 0.057 -5.622 -2.376
N -8.940 -14.076 -17.238 -0.181 3.827 1.393
H -8.953 -16.820 -18.316 -0.182 -0.266 -1.058
H -9.472 -15.492 -19.245 0.265 0.649 0.436
H -9.432 -13.710 -18.040 0.450 0.650 0.305
H -8.932 -13.549 -16.377 -0.174 0.144 -0.235
```
Forces are in eV/Å.

Values from the calculation:
- 2S+1: 1
- LUMO level: -14.94 eV
- Strongest force on any atom: 0.1514 Eh/bohr
- Net charge: +3
- Electronic energy: -37525.7204 eV

---

No. 3
DFT (ωB97M-V with the def2-TZVPD basis set) results for a 4-piece molecular cluster, C8H27N2O6P2 overall in a non-equilibrium geometry.

XYZ file:
```
45
Properties=species:S:1:pos:R:3:forces:R:3
C -1.909 0.573 -0.246 0.575 -0.014 -0.271
N -1.325 0.382 -1.588 -0.417 -0.161 0.085
C -1.583 1.513 -2.541 0.344 0.176 -0.615
N -0.469 2.380 -2.829 -0.117 -0.099 0.138
P 0.474 2.656 -1.529 -0.850 0.186 0.713
P 1.993 1.039 -1.547 0.513 0.658 -0.859
O 3.398 1.314 -1.916 0.622 -0.200 0.309
O 1.374 -0.089 -2.510 0.360 -0.369 0.378
O 1.902 0.390 -0.052 -0.163 -0.255 0.052
H -1.441 -0.135 0.442 -0.225 0.046 0.032
H -2.992 0.435 -0.233 -0.007 0.175 0.058
H -1.637 1.575 0.079 -0.162 0.047 0.102
H -1.777 -0.436 -1.982 0.044 -0.066 -0.032
H -2.485 2.071 -2.225 -0.052 -0.100 0.311
H -1.856 1.029 -3.488 -0.100 -0.007 -0.011
H 1.301 3.747 -1.876 0.301 -0.247 -0.334
H 0.512 -0.333 -2.128 -0.442 0.273 -0.253
H 0.971 0.457 0.203 0.013 0.115 0.220
C -5.915 -2.464 0.439 0.016 0.035 -0.084
C -5.126 -1.254 0.908 -0.135 0.048 0.002
O -5.241 -0.158 0.009 -0.029 -0.084 -0.016
H -5.578 -2.773 -0.550 0.034 -0.019 0.011
H -5.795 -3.302 1.128 -0.005 0.006 0.010
H -6.980 -2.228 0.367 -0.010 -0.017 0.054
H -4.063 -1.486 0.962 0.023 0.046 0.004
H -5.458 -0.948 1.907 0.063 -0.059 0.038
H -6.168 0.090 -0.053 -0.016 0.011 -0.004
C -0.266 -2.529 4.071 -0.006 0.075 -0.010
C -1.261 -2.744 2.945 0.207 -0.007 -0.085
O -1.044 -1.849 1.862 -0.054 -0.181 0.182
H -0.323 -1.502 4.433 -0.025 0.000 0.015
H -0.461 -3.207 4.904 0.003 -0.014 -0.007
H 0.754 -2.699 3.721 -0.003 -0.048 0.010
H -2.277 -2.557 3.292 -0.027 0.008 -0.031
H -1.210 -3.779 2.586 -0.069 -0.027 0.066
H -0.154 -2.002 1.525 0.023 0.069 -0.070
C 6.852 2.933 -0.592 0.000 -0.002 0.065
C 7.256 1.698 -1.375 -0.264 -0.020 -0.014
O 6.757 0.512 -0.775 -0.026 0.078 0.090
H 7.223 2.870 0.433 0.039 0.009 -0.010
H 7.246 3.841 -1.054 -0.011 0.000 -0.012
H 5.764 3.011 -0.550 -0.007 0.015 -0.076
H 8.343 1.599 -1.408 0.006 -0.054 0.011
H 6.885 1.767 -2.403 0.066 0.072 -0.022
H 5.792 0.592 -0.766 -0.033 -0.095 -0.139
```
Forces are in eV/Å.

Values from the calculation:
- 2S+1: 1
- LUMO level: 2.41 eV
- Strongest force on any atom: 0.0233 Eh/bohr
- Net charge: -1
- Electronic energy: -42578.4555 eV

---

No. 4
DFT (ωB97M-V with the def2-TZVPD basis set) results for C8H28BNaO8 as an isolated structure in a non-equilibrium geometry.

XYZ file:
```
46
Properties=species:S:1:pos:R:3:forces:R:3
Na -3.745 2.167 -3.284 -0.749 0.650 -0.463
B -2.039 0.766 -1.728 -3.804 -4.087 1.064
H -1.839 1.102 -2.733 2.291 3.136 -4.084
H -1.741 -0.267 -1.638 0.853 -3.310 1.116
H -1.327 1.383 -1.201 4.682 3.300 1.096
H -3.040 1.041 -1.431 -3.641 0.435 0.855
C -1.484 4.635 -2.353 -0.335 1.231 0.103
C -1.164 5.818 -1.427 0.254 0.165 0.541
O -1.615 7.060 -1.859 -0.792 0.629 -0.365
O -2.503 3.801 -1.803 0.666 -1.210 0.104
H -0.540 4.125 -2.547 -0.268 -0.488 -0.284
H -2.020 4.936 -3.254 0.893 0.714 -0.427
H -0.110 5.938 -1.178 0.452 -0.573 -0.400
H -1.623 5.648 -0.453 -0.335 -0.161 -0.076
H -1.450 7.182 -2.797 0.158 0.030 -0.032
H -2.022 3.014 -1.537 -0.374 -0.153 0.580
C -3.117 2.041 -6.541 0.291 -1.224 -0.801
C -2.261 0.771 -6.373 0.939 1.714 -0.508
O -2.647 0.045 -5.248 -0.586 -0.364 0.675
O -2.873 3.009 -5.523 -0.347 -0.461 0.766
H -4.156 1.710 -6.545 -0.126 0.563 0.263
H -2.874 2.542 -7.477 -0.119 -0.423 -0.347
H -1.245 1.132 -6.212 0.472 0.111 -0.005
H -2.173 0.153 -7.266 -0.623 0.063 -0.188
H -2.226 -0.812 -5.341 -0.099 -0.266 0.401
H -1.950 3.250 -5.635 0.193 0.313 0.133
C -6.757 3.132 -5.295 -0.380 0.928 -0.094
C -6.112 4.532 -5.330 0.034 -0.562 0.991
O -5.317 4.726 -6.435 0.157 0.688 -2.322
O -5.875 2.193 -4.717 1.119 -0.601 0.295
H -6.981 2.912 -6.339 0.127 -0.284 -0.164
H -7.707 3.058 -4.765 -0.059 0.558 0.187
H -5.474 4.781 -4.482 -0.356 -0.467 0.811
H -6.888 5.297 -5.351 -0.099 -0.088 -0.198
H -4.496 4.235 -6.517 -0.160 -0.219 0.832
H -6.349 1.383 -4.511 -0.172 -0.033 -0.146
C -5.589 5.336 -0.340 -1.704 -0.457 -0.932
C -6.141 4.342 -1.388 -2.724 -0.521 -0.061
O -5.322 3.228 -1.685 1.383 -0.616 0.232
O -4.365 5.738 -0.782 1.627 0.338 -0.496
H -5.516 4.890 0.652 -0.300 -0.256 0.199
H -6.226 6.219 -0.307 -0.304 -0.168 0.197
H -6.518 4.682 -2.352 0.961 1.169 -0.075
H -7.068 3.827 -1.134 -0.484 0.569 1.176
H -5.496 2.639 -0.947 0.356 -0.369 0.019
H -4.010 4.912 -1.118 1.032 0.057 -0.167
```
Forces are in eV/Å.

Values from the calculation:
- 2S+1: 2
- LUMO level (alpha / beta): -2.71 / -9.07 eV
- Strongest force on any atom: 0.1134 Eh/bohr
- Net charge: +1
- Electronic energy: -30209.8343 eV
- Expectation value of S²: 0.753

---

No. 5
DFT (ωB97M-V with the def2-TZVPD basis set) results for a 5-piece molecular cluster, C8H28BO8 overall in a non-equilibrium geometry.

XYZ file:
```
45
Properties=species:S:1:pos:R:3:forces:R:3
B 0.461 -0.121 -0.137 -0.086 -0.096 0.053
H 0.509 -1.049 -0.685 0.326 -3.867 -2.184
H -0.149 0.549 -0.723 -2.667 2.979 -2.381
H 0.001 -0.308 0.821 -1.807 -0.654 3.973
H 1.454 0.290 -0.044 4.123 1.771 0.505
C 3.709 1.903 -3.992 2.215 -0.603 1.579
C 3.144 0.760 -4.740 -1.539 -0.891 0.263
O 3.151 -0.448 -3.992 0.375 0.275 0.001
O 3.866 3.051 -4.753 -0.382 1.130 -0.446
H 4.669 1.561 -3.606 0.745 -0.144 -0.257
H 3.279 2.115 -3.013 -1.122 0.321 -0.446
H 3.701 0.539 -5.650 -0.099 0.284 -0.153
H 2.098 1.006 -4.919 -0.130 0.024 -0.850
H 2.617 -0.258 -3.217 -0.194 -0.375 0.435
H 4.378 2.837 -5.537 0.050 -0.049 -0.005
C -4.742 0.738 -2.247 1.815 1.859 0.285
C -3.881 0.064 -3.256 0.185 -1.608 -0.071
O -3.146 -0.983 -2.607 -0.505 -0.245 -0.617
O -3.882 1.659 -1.485 -1.520 -0.116 -0.370
H -5.215 0.031 -1.567 -0.046 -0.137 -0.218
H -5.477 1.307 -2.816 -0.152 0.450 0.536
H -3.157 0.629 -3.842 -0.266 0.917 0.380
H -4.571 -0.320 -4.007 0.157 -0.892 -0.032
H -2.509 -0.568 -2.021 0.458 -0.122 0.073
H -3.051 1.224 -1.283 0.117 -0.119 0.146
C -2.725 -5.004 4.367 0.691 -0.913 0.866
C -2.096 -4.201 3.263 0.197 0.095 -0.167
O -0.662 -4.115 3.422 -1.095 -0.395 0.027
O -2.232 -6.365 4.480 -0.317 0.777 -0.476
H -3.808 -5.085 4.274 0.085 0.172 -0.197
H -2.482 -4.534 5.320 -0.210 0.358 0.126
H -2.511 -3.194 3.297 -0.171 0.127 -0.006
H -2.353 -4.637 2.298 0.094 -0.110 -0.138
H -0.379 -3.690 2.609 0.476 0.148 -0.026
H -1.279 -6.255 4.523 0.278 -0.190 -0.053
C 2.277 3.999 3.147 -0.515 -0.572 1.555
C 2.440 2.573 3.793 0.235 0.686 0.041
O 3.342 1.727 3.114 -0.002 0.368 -0.091
O 1.844 4.017 1.828 0.273 -0.598 -1.035
H 3.176 4.609 3.236 0.262 -0.283 -0.051
H 1.488 4.520 3.689 0.044 0.060 0.777
H 1.499 2.040 3.935 -0.546 0.255 -0.474
H 2.800 2.649 4.819 0.299 0.441 -0.012
H 2.944 1.585 2.253 0.186 -0.440 -0.385
H 1.461 3.155 1.648 -0.316 -0.077 -0.480
```
Forces are in eV/Å.

Values from the calculation:
- 2S+1: 1
- LUMO level: 2.76 eV
- Strongest force on any atom: 0.0905 Eh/bohr
- Net charge: -1
- Electronic energy: -25802.4586 eV